The following is a quantum chemistry calculation of a structure of composition C21H21BrClN3O4Y in a non-equilibrium geometry, from OMol25.

HOMO: -10.65 eV
Kohn-Sham gap: 7.4 eV
charge: +1
M: 583.7 g mol⁻¹
E_LUMO: -3.2537 eV

Geometry (Å):
1 Y -0.0380 -1.5596 -0.1657
2 Br 2.6612 -0.7280 -1.1191
3 Cl 2.3860 -1.2391 2.3129
4 O -0.5554 -1.0736 1.8230
5 O -1.6189 -1.1849 -1.2474
6 O -0.0655 -3.1758 1.4359
7 O -3.5759 -1.4000 0.6627
8 N 0.1291 0.6929 -0.5846
9 N -1.2011 0.9746 -0.4600
10 N 0.3305 -3.4873 -1.3204
11 C 3.8799 5.9220 0.6599
12 C -6.0813 1.0755 -0.2021
13 C -2.0665 0.1342 -1.3633
14 C 4.7436 4.9854 1.2130
15 C 2.9219 5.5220 -0.2607
16 C -0.1449 -6.0415 -1.0718
17 C -5.4368 0.0165 0.4162
18 C 4.6374 3.6505 0.8584
19 C -4.1734 1.4325 -1.5967
20 C 2.4592 1.0995 -0.5496
21 C 0.0097 -2.1563 2.1706
22 C 3.6493 3.2336 -0.0332
23 C -4.1518 -0.3376 0.0316
24 C 1.0728 -2.0826 3.2427
25 C 1.0592 -6.7406 -0.4241
26 C 3.5702 1.7998 -0.3704
27 C -3.4986 0.3874 -0.9735
28 C 1.0703 1.5229 -0.3831
29 C 0.0974 -4.6058 -1.2390
30 C -5.4587 1.7865 -1.2208
31 C 2.8068 4.1842 -0.6071
32 H 1.9653 -6.5812 -1.0059
33 H 4.5158 1.2730 -0.4566
34 H 1.2196 -6.3702 0.5872
35 H -2.8078 -1.6402 0.1232
36 H 2.0990 3.8874 -1.3747
37 H 2.2720 6.2542 -0.7226
38 H 5.5093 5.2965 1.9131
39 H 0.8694 2.5495 -0.0818
40 H -5.9180 -0.5585 1.1978
41 H -5.9720 2.5966 -1.7209
42 H 1.4402 -3.0580 3.5322
43 H -0.3800 -6.4665 -2.0467
44 H 0.8619 -7.8090 -0.3758
45 H -1.9128 0.4762 -2.3883
46 H -1.4624 1.9511 -0.3831
47 H -3.6771 1.9742 -2.3969
48 H 3.9663 6.9648 0.9344
49 H -7.0854 1.3400 0.1070
50 H -1.0332 -6.1427 -0.4486
51 H 0.7959 -1.4641 4.0871
52 H 5.3163 2.9198 1.2856